C48H47BrCl2N7O7STi | the ωB97M-V functional and the def2-TZVPD basis

```
! wB97M-V def2-TZVPD RIJCOSX def2/J DEFGRID3
* xyz 1 1
Ti -0.02290 -1.10598 0.11885
Br 1.38130 4.80202 4.73325
C 1.43365 3.20403 3.76681
C 1.76008 2.01545 4.40919
C 1.72543 0.82190 3.71302
C 1.36590 0.80854 2.36904
C 1.04388 1.99679 1.73466
C 1.07527 3.19398 2.42877
N 1.25729 -0.45268 1.66045
C 2.07979 -1.36955 1.98117
C 1.95384 -2.72622 1.42048
C 2.85552 -3.72184 1.71366
C 2.66452 -4.97518 1.14957
C 1.57871 -5.18160 0.31308
C 0.73344 -4.12390 0.04660
N 0.92064 -2.91778 0.59080
H 1.98407 2.02045 5.46732
H 1.86309 -0.10998 4.25436
H 0.74912 1.99698 0.69652
H 0.79134 4.11684 1.94069
H 2.90139 -1.16813 2.66013
H 3.68007 -3.51551 2.38504
H 3.35515 -5.78287 1.35838
H 1.39101 -6.14576 -0.13999
H -0.11588 -4.23579 -0.61201
Cl -5.16733 -4.71676 -3.39498
C -3.77787 -3.87235 -2.81632
C -2.62683 -3.84072 -3.59026
C -1.52203 -3.16361 -3.11853
Cl -0.07572 -3.09788 -4.07257
C -1.53707 -2.52104 -1.87901
O -0.40914 -1.88309 -1.46734
C -2.70015 -2.57037 -1.11191
C -2.81598 -1.93165 0.25981
O -1.72068 -1.15182 0.59481
C -3.81875 -3.23946 -1.59033
H -2.59327 -4.33321 -4.55385
H -3.72038 -1.33603 0.30094
H -4.72345 -3.27741 -0.99339
C 4.04450 1.25979 -5.38177
C 4.58977 0.26319 -4.35815
C 4.87316 -1.07157 -5.06673
C 5.89153 0.82135 -3.76061
C 3.60148 0.01314 -3.22763
C 3.90899 -0.85580 -2.18205
C 2.99598 -1.07311 -1.17880
N 1.78999 -0.49093 -1.12764
C 1.49037 0.36251 -2.12199
C 2.36041 0.62831 -3.16037
C 0.18163 1.04977 -2.00487
C -0.28704 1.94584 -2.94161
C -1.50234 2.60150 -2.75775
C -2.19974 2.30520 -1.58870
C -1.69062 1.39111 -0.70350
N -0.51814 0.76288 -0.89740
C -2.06771 3.59337 -3.75971
C -2.33736 4.92851 -3.04368
C -1.10906 3.83993 -4.92537
C -3.38721 3.02247 -4.30575
H 4.78234 1.40057 -6.17281
H 3.85356 2.23957 -4.93415
H 3.12482 0.89908 -5.85216
H 5.60181 -0.91298 -5.86456
H 3.96242 -1.48100 -5.51256
H 5.28457 -1.81819 -4.38314
H 6.60372 1.02053 -4.56395
H 6.35931 0.11730 -3.06842
H 5.71060 1.75754 -3.22645
H 4.86026 -1.36931 -2.13889
H 3.25562 -1.74847 -0.37844
H 2.07121 1.32960 -3.92561
H 0.29607 2.14454 -3.82528
H -3.14200 2.78336 -1.35686
H -2.20994 1.16186 0.21259
H -1.42184 5.33516 -2.60665
H -3.08020 4.83058 -2.24959
H -2.71933 5.65354 -3.76510
H -0.15300 4.24928 -4.58546
H -1.55397 4.56942 -5.60323
H -0.92181 2.92943 -5.50333
H -4.11846 2.85872 -3.51050
H -3.22233 2.07302 -4.82283
H -3.82029 3.72752 -5.01820
N -1.28831 0.11198 3.19166
C -1.62014 1.39482 3.67273
C -2.23103 2.30840 2.82398
C -2.35253 3.64257 3.19425
C -1.85167 4.07469 4.41366
C -1.29297 3.14405 5.28962
C -1.18272 1.81198 4.92478
S -2.01567 5.78339 4.92462
O -0.69727 6.12552 5.44147
O -2.38299 6.48666 3.70318
O -3.05704 5.74887 5.93872
H -0.95098 -0.58351 3.83634
H -1.87587 -0.24377 2.46460
H -2.58514 1.97379 1.84882
H -2.80065 4.37785 2.53498
H -0.92482 3.49289 6.24853
H -0.70973 1.09113 5.58978
C -0.67877 -4.47192 5.88741
N -1.32663 -4.12059 4.61903
C -2.52056 -4.64747 4.25819
C -3.12836 -4.29792 3.10615
C -2.44311 -3.34207 2.31675
O -3.12046 -2.96707 1.22233
N -1.28660 -2.83936 2.62420
C -0.68375 -3.19210 3.80464
O 0.38672 -2.71508 4.17111
H -1.36021 -5.08781 6.46579
H -0.43850 -3.56808 6.43751
H 0.24504 -5.01422 5.70198
H -2.96027 -5.35278 4.94953
H -4.09387 -4.68178 2.81638
*
```

total energy	-204338.0733	eV
highest occupied orbital energy	-8.6	eV
Kohn-Sham gap	3.6	eV

Atom charges from the Mulliken analysis, given in e for atoms 1 to 2: atom 1 (Ti): -0.63, atom 2 (Br): 0.09

C48H47BrN2O3PtS3SbTe | the ωB97M-V functional and the def2-TZVPD basis

```
! wB97M-V def2-TZVPD RIJCOSX def2/J DEFGRID3
* xyz -2 2
Pt 0.36886 -2.37624 0.28646
S -2.31332 -5.91443 -0.94352
C -2.77526 -4.46521 -1.74065
C -2.08739 -3.42060 -1.22508
N -1.22330 -3.75357 -0.21431
C -1.22698 -5.02721 0.03347
H -3.49774 -4.45709 -2.53831
H -2.15129 -2.38464 -1.51940
H -0.63761 -5.47101 0.82139
Br 3.64617 -3.87245 7.36507
C 3.24095 -3.58892 5.51723
C 4.27137 -3.24292 4.65772
C 3.96823 -3.04589 3.31862
C 2.66298 -3.17407 2.86224
C 1.64015 -3.50611 3.73956
C 1.93952 -3.73263 5.08204
C 0.18047 -3.64650 3.30943
O -0.54870 -4.30774 4.05925
O -0.20926 -3.06356 2.25439
H 5.28190 -3.13343 5.02763
H 4.75493 -2.78058 2.62331
H 2.43302 -3.01631 1.81685
H 1.13735 -4.01559 5.74895
S 0.41756 0.26362 2.21191
Sb -1.18631 2.59851 5.48719
C 0.82357 1.86111 5.34286
C 1.81079 2.76277 4.95053
C 3.12080 2.34655 4.76468
C 3.46538 1.02133 4.98956
C 2.49961 0.12349 5.41525
C 1.18734 0.54204 5.59370
C -1.53312 2.85279 3.38889
C -0.87418 3.90463 2.75413
C -1.02564 4.12141 1.39284
C -1.85657 3.29723 0.64536
C -2.53895 2.26795 1.27362
C -2.38218 2.04898 2.63698
C -2.14885 0.70405 5.75394
C -1.89232 -0.38976 4.92297
C -2.49723 -1.61723 5.15744
C -3.37813 -1.76233 6.22177
C -3.64808 -0.68279 7.05116
C -3.03245 0.54190 6.81866
H 1.55710 3.79923 4.75104
H 3.86876 3.05394 4.42645
H 4.48008 0.68358 4.81773
H 2.75660 -0.91616 5.57285
H 0.44568 -0.18487 5.89843
H -0.20889 4.55178 3.31769
H -0.47923 4.92049 0.90584
H -1.94913 3.44310 -0.42449
H -3.17154 1.60742 0.69367
H -2.90547 1.22190 3.09946
H -1.19909 -0.30732 4.09267
H -2.26035 -2.45606 4.51278
H -3.84682 -2.72113 6.40815
H -4.33095 -0.79415 7.88574
H -3.24281 1.37678 7.47967
S 1.58833 -0.57124 0.87235
C 2.25897 -3.84606 -1.81462
C 1.72099 -2.47330 -2.25748
O 2.31171 -1.97842 -3.24348
N 0.65305 -1.94498 -1.66499
Te 0.00451 0.26790 -2.30688
C -0.52055 2.38318 -3.01896
C -1.57423 2.71126 -3.88422
C -2.44785 1.64583 -4.49743
C -1.85987 4.04346 -4.19587
C -1.12801 5.08896 -3.65791
C -1.42945 6.52318 -4.00952
C -0.09693 4.77095 -2.78170
C 0.20933 3.45122 -2.45788
C 1.33258 3.20588 -1.47720
C 0.19955 -0.28297 -4.36977
C -0.64298 -1.20636 -4.98495
C -1.76662 -1.90538 -4.26883
C -0.48060 -1.50981 -6.34013
C 0.49850 -0.91433 -7.10901
C 0.67863 -1.26184 -8.56356
C 1.34668 -0.00777 -6.48170
C 1.23178 0.29766 -5.13314
C 2.26449 1.19900 -4.52077
H 3.34968 -3.81133 -1.77888
H 1.97559 -4.56608 -2.58802
H 1.87269 -4.18902 -0.85358
H -2.56466 0.80788 -3.80914
H -2.00347 1.24745 -5.41322
H -3.43565 2.04605 -4.74167
H -2.68651 4.26521 -4.86804
H -2.35633 6.59883 -4.58083
H -0.63012 6.96182 -4.61342
H -1.53465 7.13974 -3.11357
H 0.48646 5.57436 -2.33593
H 1.87991 4.13115 -1.27990
H 2.02754 2.45228 -1.84922
H 0.95710 2.82304 -0.52494
H -1.80327 -1.60045 -3.22771
H -1.62404 -2.98841 -4.30089
H -2.72721 -1.67307 -4.74041
H -1.15205 -2.23430 -6.79563
H -0.18438 -1.80966 -8.94604
H 1.56285 -1.88782 -8.71184
H 0.80839 -0.36453 -9.17309
H 2.14815 0.45202 -7.05397
H 3.05516 1.41561 -5.24255
H 2.69910 0.69358 -3.65601
H 1.82769 2.14153 -4.18728
*
```

total energy	-179288.9721	eV
highest occupied orbital energy (alpha / beta)	-1.5 / -1.5	eV
Kohn-Sham gap (alpha / beta)	5.1 / 5.1	eV

Atom charges from the Mulliken analysis, given in e for atoms 1 to 2: atom 1 (Pt): 1.03, atom 2 (S): -0.25

Look up the total energy of the second one. -179288.9721 eV